a) The following is a DFT calculation (wB97M-V/def2-TZVPD) of a cluster of 10 separate species, H20O10 in total.

Summary:
- LUMO level: -0.0143 Ha
- HOMO: -10.02 eV

The geometry in ORCA input format:
```
! wB97M-V def2-TZVPD RIJCOSX def2/J DEFGRID3
* xyz 0 1
H -2.38 0.68 -1.47
H -1.44 3.19 2.12
H 0.49 -2.29 3.40
H 0.78 0.71 0.48
H -0.51 -0.25 0.30
O 1.01 -2.88 0.14
H 0.81 2.87 -0.99
H 1.67 -2.73 -0.49
H 0.33 -2.26 -0.21
O 1.69 -2.53 -2.93
H -0.92 1.70 1.53
O 0.84 2.04 -1.33
H 4.96 1.56 0.91
O -4.10 -1.45 -2.53
H 1.66 1.75 -0.90
O -1.44 0.86 1.61
H 2.47 -3.03 -2.56
H -1.61 4.70 2.23
H -4.11 -2.38 -2.29
O 0.48 -0.13 0.10
O 0.30 -2.27 2.39
H -0.48 -1.72 2.28
O 4.29 0.86 0.79
H -1.57 0.80 2.56
O -1.99 0.74 -2.38
H -3.75 -0.96 -1.85
H 1.63 -1.71 -2.46
O -1.80 3.85 2.73
H 4.59 0.37 1.62
H -1.88 -0.11 -2.82
*
```

Atom charges from the Löwdin analysis, given in e for atoms 1 to 8: atom 1 (H): 0.04, atom 2 (H): -0.01, atom 3 (H): 0.09, atom 4 (H): 0.02, atom 5 (H): 0.05, atom 6 (O): -0.07, atom 7 (H): -0.02, atom 8 (H): -0.03



b) The following is a DFT calculation (wB97M-V/def2-TZVPD) of a cluster of 10 separate species, H20O10 in total.

Summary:
- LUMO level: -0.0306 Ha
- HOMO: -10.00 eV

The geometry in ORCA input format:
```
! wB97M-V def2-TZVPD RIJCOSX def2/J DEFGRID3
* xyz 0 1
H -3.21 -0.99 -1.20
H 3.73 1.00 -0.19
H -2.94 0.21 0.65
H -3.01 1.01 1.90
O -3.50 0.79 1.10
H 1.95 -0.23 -3.37
O -0.02 0.62 -0.76
H 1.29 2.29 2.20
H -1.41 -1.48 -2.50
H 2.38 -0.48 2.13
O 1.64 -0.55 1.53
H 1.33 -1.92 0.22
H 0.12 1.24 -0.06
O -1.76 1.10 3.00
H -2.20 -1.62 -0.20
O -2.33 -0.92 -0.82
O 0.64 1.83 1.69
O -1.20 -1.82 -3.36
O 3.03 0.50 -0.66
H 1.00 0.92 1.64
H 0.66 -0.93 -0.73
H -0.98 1.33 2.53
H 2.42 0.23 -0.02
H -0.80 -2.64 -3.22
O 0.99 -1.86 -0.66
H -1.61 1.28 3.91
H 1.82 0.98 -2.52
H -0.93 0.36 -0.77
H 0.89 -0.95 1.98
O 2.03 0.73 -3.43
*
```

Atom charges from the Löwdin analysis, given in e for atoms 1 to 8: atom 1 (H): 0.11, atom 2 (H): 0.07, atom 3 (H): -0.06, atom 4 (H): -0.02, atom 5 (O): -0.06, atom 6 (H): 0.04, atom 7 (O): -0.01, atom 8 (H): 0.06



Energies relative to the minimum, hartree: a) 0.0910; b) 0.0000



a) The following is a DFT calculation (wB97M-V/def2-TZVPD) of the molecule C4H8O.

Summary:
- LUMO level: 0.0403 Ha
- HOMO: -8.83 eV

The geometry in ORCA input format:
```
! wB97M-V def2-TZVPD RIJCOSX def2/J DEFGRID3
* xyz 0 1
H -1.12 -0.16 0.78
C 1.16 0.77 0.79
H -1.74 -1.12 -1.32
H -1.91 1.07 -0.24
C -1.01 0.43 -0.12
C -0.86 -0.41 -1.32
C 1.34 -0.48 1.25
H -0.87 0.05 -2.34
H 0.11 -0.99 -1.25
H 2.26 -0.69 1.76
O 0.12 1.29 0.12
H 1.89 1.53 0.95
H 0.63 -1.28 0.96
*
```

Atom charges from the Löwdin analysis, given in e for atoms 1 to 8: atom 1 (H): 0.10, atom 2 (C): -0.26, atom 3 (H): 0.10, atom 4 (H): 0.13, atom 5 (C): -0.27, atom 6 (C): -0.10, atom 7 (C): 0.01, atom 8 (H): 0.09



b) The following is a DFT calculation (wB97M-V/def2-TZVPD) of the molecule C4H8O.

Summary:
- LUMO level: 0.0326 Ha
- HOMO: -8.83 eV

The geometry in ORCA input format:
```
! wB97M-V def2-TZVPD RIJCOSX def2/J DEFGRID3
* xyz 0 1
C 0.23 -0.58 0.15
H -1.80 0.25 0.21
O 0.72 0.57 -0.53
C -1.22 -0.72 -0.05
H 0.47 -2.26 1.38
H -0.73 1.77 0.79
C 0.99 -1.38 0.87
C -0.31 1.79 -0.40
H -1.09 1.87 -1.36
H -1.75 -1.61 0.56
H -1.29 -0.83 -1.22
H 2.00 -1.04 0.97
H 0.34 2.65 -0.50
*
```

Atom charges from the Löwdin analysis, given in e for atoms 1 to 8: atom 1 (C): -0.52, atom 2 (H): 0.07, atom 3 (O): -0.16, atom 4 (C): -0.11, atom 5 (H): 0.09, atom 6 (H): 0.15, atom 7 (C): 0.04, atom 8 (C): -0.04



Energies relative to the minimum, hartree: a) 0.0000; b) 0.0660



a) The following is a DFT calculation (wB97M-V/def2-TZVPD) of a cluster of 2 separate species, C4H8O in total.

Summary:
- LUMO level: 0.0441 Ha
- HOMO: -11.38 eV

The geometry in ORCA input format:
```
! wB97M-V def2-TZVPD RIJCOSX def2/J DEFGRID3
* xyz 0 1
C 0.09 -0.38 -0.60
H 0.90 1.29 0.57
H 2.00 0.70 -0.69
H -1.42 0.28 0.84
H 0.52 -1.22 -0.05
O 0.52 -0.47 2.39
C -1.36 -0.13 -0.18
H 0.58 1.67 -1.12
H -1.96 -1.04 -0.21
C 0.89 -1.47 1.97
H -1.82 0.61 -0.84
C 0.94 0.88 -0.45
H 0.12 -0.72 -1.64
*
```

Atom charges from the Löwdin analysis, given in e for atoms 1 to 8: atom 1 (C): -0.35, atom 2 (H): 0.06, atom 3 (H): 0.07, atom 4 (H): 0.06, atom 5 (H): 0.02, atom 6 (O): 0.03, atom 7 (C): -0.13, atom 8 (H): 0.07



b) The following is a DFT calculation (wB97M-V/def2-TZVPD) of a structure of composition C4H8O.

Summary:
- LUMO level: 0.0227 Ha
- HOMO: -9.60 eV

The geometry in ORCA input format:
```
! wB97M-V def2-TZVPD RIJCOSX def2/J DEFGRID3
* xyz 0 1
C -0.84 -0.57 -0.75
C 1.44 0.37 0.37
C -0.09 0.64 -0.59
H -2.26 0.95 0.18
H 0.14 1.43 -1.31
H -1.30 -1.10 -1.57
H 0.53 -1.55 0.58
H 1.40 1.34 0.90
O 1.38 -0.72 1.15
H 2.20 0.34 -0.43
C -1.31 0.42 0.28
H -0.23 -1.67 -0.08
H -1.06 0.14 1.30
*
```

Atom charges from the Löwdin analysis, given in e for atoms 1 to 8: atom 1 (C): -0.15, atom 2 (C): -0.26, atom 3 (C): -0.21, atom 4 (H): 0.10, atom 5 (H): 0.13, atom 6 (H): 0.10, atom 7 (H): 0.17, atom 8 (H): 0.11



c) The following is a DFT calculation (wB97M-V/def2-TZVPD) of the molecule C4H8O.

Summary:
- LUMO level: 0.0353 Ha
- HOMO: -8.13 eV

The geometry in ORCA input format:
```
! wB97M-V def2-TZVPD RIJCOSX def2/J DEFGRID3
* xyz 0 1
O 0.58 0.20 -0.77
C -1.85 -0.66 0.24
C -0.07 1.03 0.21
H -1.94 -1.75 0.11
H 2.37 -0.53 -1.38
H -0.77 1.68 -0.32
H 1.88 -1.06 0.26
H -2.20 -0.15 -0.67
H -2.55 -0.40 1.06
C 1.91 -0.23 -0.44
H 0.65 1.62 0.80
C -0.54 -0.26 0.80
H 2.48 0.60 0.00
*
```

Atom charges from the Löwdin analysis, given in e for atoms 1 to 8: atom 1 (O): -0.19, atom 2 (C): -0.16, atom 3 (C): -0.27, atom 4 (H): 0.07, atom 5 (H): 0.09, atom 6 (H): 0.12, atom 7 (H): 0.08, atom 8 (H): 0.07



d) The following is a DFT calculation (wB97M-V/def2-TZVPD) of the molecule C4H8O.

Summary:
- LUMO level: 0.0422 Ha
- HOMO: -9.07 eV

The geometry in ORCA input format:
```
! wB97M-V def2-TZVPD RIJCOSX def2/J DEFGRID3
* xyz 0 1
H 1.10 1.46 -1.11
H 1.99 -0.01 -1.49
C 1.62 0.61 -0.65
C -0.73 -0.89 0.36
H 2.53 1.01 -0.17
O 0.24 -1.35 -0.52
H -1.33 1.01 -0.34
C -1.74 0.22 0.28
H -1.16 -1.81 0.84
C 0.79 -0.34 0.27
H 1.24 -0.48 1.25
H -1.81 0.62 1.31
H -2.75 -0.05 -0.03
*
```

Atom charges from the Löwdin analysis, given in e for atoms 1 to 8: atom 1 (H): 0.06, atom 2 (H): 0.08, atom 3 (C): -0.04, atom 4 (C): -0.27, atom 5 (H): 0.07, atom 6 (O): -0.04, atom 7 (H): 0.07, atom 8 (C): -0.07



Energies relative to the minimum, hartree: a) 0.0000; b) 0.1546; c) 0.1479; d) 0.0924



a) The following is a DFT calculation (wB97M-V/def2-TZVPD) of a structure of composition C4H8O.

Summary:
- LUMO level: 0.0397 Ha
- HOMO: -7.68 eV

The geometry in ORCA input format:
```
! wB97M-V def2-TZVPD RIJCOSX def2/J DEFGRID3
* xyz 0 1
C 0.10 0.87 -0.26
H 1.54 -1.13 -1.22
C 1.58 -0.45 -0.36
H 2.50 -0.57 0.22
H -1.79 -0.96 0.32
H -0.95 -1.15 -1.30
O 1.33 0.87 -0.89
C -0.91 -0.74 -0.30
H -1.96 1.05 1.05
H 0.30 -0.54 1.54
H -0.60 1.65 -0.52
H -1.41 1.51 1.26
C 0.29 -0.41 0.46
*
```

Atom charges from the Löwdin analysis, given in e for atoms 1 to 8: atom 1 (C): -0.21, atom 2 (H): 0.12, atom 3 (C): -0.11, atom 4 (H): 0.12, atom 5 (H): 0.06, atom 6 (H): 0.07, atom 7 (O): -0.06, atom 8 (C): -0.05



b) The following is a DFT calculation (wB97M-V/def2-TZVPD) of the molecule C4H8O.

Summary:
- LUMO level: 0.0346 Ha
- HOMO: -9.72 eV

The geometry in ORCA input format:
```
! wB97M-V def2-TZVPD RIJCOSX def2/J DEFGRID3
* xyz 0 1
H -0.18 1.86 -0.73
H -1.88 1.58 -0.19
H -1.18 -2.11 -0.17
C -1.44 -1.04 -0.20
H 0.98 -1.58 0.50
C -0.83 1.38 0.05
H 1.09 -0.14 1.48
H -2.47 -0.81 -0.52
H -0.62 1.86 1.01
H 1.68 -0.19 -1.25
C 0.85 -0.50 0.49
O 1.81 0.14 -0.35
C -0.56 -0.10 0.11
*
```

Atom charges from the Löwdin analysis, given in e for atoms 1 to 8: atom 1 (H): 0.09, atom 2 (H): 0.07, atom 3 (H): 0.06, atom 4 (C): 0.04, atom 5 (H): 0.11, atom 6 (C): -0.06, atom 7 (H): 0.12, atom 8 (H): 0.07



Energies relative to the minimum, hartree: a) 0.1632; b) 0.0000



a) The following is a DFT calculation (wB97M-V/def2-TZVPD) of a cluster of 2 separate species, C4H8O in total.

Summary:
- LUMO level: 0.0284 Ha
- HOMO: -9.92 eV

The geometry in ORCA input format:
```
! wB97M-V def2-TZVPD RIJCOSX def2/J DEFGRID3
* xyz 0 1
C 0.18 -0.35 0.34
O 2.24 -2.03 -1.31
H 1.18 -0.48 -0.10
C -2.85 1.47 0.91
H 0.29 1.87 0.28
H -0.50 -1.11 -0.08
H 3.12 -2.37 -1.60
H 2.43 -1.48 -0.53
H -0.43 1.08 -1.15
H -3.82 1.61 1.36
H 0.25 -0.51 1.43
C -1.73 1.25 0.50
C -0.37 1.05 -0.05
*
```

Atom charges from the Löwdin analysis, given in e for atoms 1 to 8: atom 1 (C): -0.11, atom 2 (O): -0.09, atom 3 (H): 0.03, atom 4 (C): 0.09, atom 5 (H): 0.11, atom 6 (H): 0.09, atom 7 (H): 0.05, atom 8 (H): 0.02



b) The following is a DFT calculation (wB97M-V/def2-TZVPD) of the molecule C4H8O.

Summary:
- LUMO level: 0.0379 Ha
- HOMO: -9.78 eV

The geometry in ORCA input format:
```
! wB97M-V def2-TZVPD RIJCOSX def2/J DEFGRID3
* xyz 0 1
C 0.43 -0.05 -0.02
O -0.94 -1.94 -0.63
H 0.08 1.80 -1.10
C 0.08 -1.52 -0.13
H 0.06 1.52 1.42
H -1.19 0.57 -1.31
H 0.35 0.40 -2.15
H 0.81 -2.23 0.33
C -0.15 0.46 1.30
H 0.27 -0.07 2.17
C -0.12 0.73 -1.21
H 1.52 0.03 0.02
H -1.24 0.31 1.32
*
```

Atom charges from the Löwdin analysis, given in e for atoms 1 to 8: atom 1 (C): -0.41, atom 2 (O): 0.06, atom 3 (H): 0.08, atom 4 (C): -0.25, atom 5 (H): 0.08, atom 6 (H): 0.08, atom 7 (H): 0.08, atom 8 (H): 0.13



Energies relative to the minimum, hartree: a) 0.0675; b) 0.0000



a) The following is a DFT calculation (wB97M-V/def2-TZVPD) of a cluster of 3 separate species, C3H14NO2 in total.

Summary:
- LUMO level: -0.1105 Ha
- HOMO: -15.60 eV

The geometry in ORCA input format:
```
! wB97M-V def2-TZVPD RIJCOSX def2/J DEFGRID3
* xyz 1 1
H 0.42 0.89 -0.72
H 1.48 -3.65 0.42
H -0.59 1.92 -3.20
H -1.14 -1.06 -0.84
H -2.10 1.73 -2.92
N -0.23 0.63 0.01
H -1.11 1.14 -0.14
H 1.44 -1.51 -0.64
H 0.20 0.93 0.91
O 0.84 2.17 2.03
C 0.76 -1.64 0.20
H -0.12 -3.46 -0.43
H 0.45 3.01 2.32
C -0.52 -0.84 0.01
H 1.53 2.03 2.68
C 0.53 -3.13 0.38
O -1.25 1.94 -2.50
H -1.18 -1.02 0.86
H 1.25 -1.16 1.06
H 0.00 -3.33 1.31
*
```

Atom charges from the Löwdin analysis, given in e for atoms 1 to 8: atom 1 (H): 0.15, atom 2 (H): 0.08, atom 3 (H): 0.06, atom 4 (H): 0.13, atom 5 (H): 0.06, atom 6 (N): 0.16, atom 7 (H): 0.15, atom 8 (H): 0.11



b) The following is a DFT calculation (wB97M-V/def2-TZVPD) of a cluster of 3 separate species, C3H14NO2 in total.

Summary:
- LUMO level: -0.1120 Ha
- HOMO: -13.36 eV

The geometry in ORCA input format:
```
! wB97M-V def2-TZVPD RIJCOSX def2/J DEFGRID3
* xyz 1 1
H 2.41 -2.67 1.52
C -1.42 -0.05 2.36
H -0.93 -1.72 1.37
H -2.19 2.68 -6.72
H -1.21 1.00 2.22
N -0.43 -0.85 1.47
H 2.31 -1.38 0.15
H 0.41 2.10 -1.06
H 1.13 -2.67 0.36
C 1.76 -1.90 1.00
C 1.02 -0.94 1.95
H -0.95 3.62 -6.23
H 0.62 1.01 -2.17
H -2.37 -0.05 1.95
O -1.40 2.76 -6.05
H 1.06 -1.39 2.97
H -0.34 -0.31 0.55
O 0.54 1.10 -1.16
H -1.55 -0.35 3.37
H 1.54 -0.01 2.13
*
```

Atom charges from the Löwdin analysis, given in e for atoms 1 to 8: atom 1 (H): 0.10, atom 2 (C): 0.02, atom 3 (H): 0.16, atom 4 (H): 0.09, atom 5 (H): 0.11, atom 6 (N): 0.02, atom 7 (H): 0.09, atom 8 (H): 0.08



c) The following is a DFT calculation (wB97M-V/def2-TZVPD) of a cluster of 3 separate species, C3H14NO2 in total.

Summary:
- LUMO level: -0.1093 Ha
- HOMO: -14.62 eV

The geometry in ORCA input format:
```
! wB97M-V def2-TZVPD RIJCOSX def2/J DEFGRID3
* xyz 1 1
H -1.03 1.06 1.05
H 0.84 0.73 -0.87
O -3.15 -0.08 2.61
H 2.51 -0.70 -0.30
H -1.00 -0.68 0.91
H 1.39 -2.77 -1.18
H 1.61 -1.27 1.10
H 1.35 1.60 -3.15
C -0.70 0.24 0.42
O 1.24 1.93 -2.25
H -1.31 0.38 -0.47
H -3.45 -0.31 1.72
N 0.75 0.38 0.09
H -3.96 -0.31 3.10
H -0.11 -2.26 -0.43
H 0.53 -1.36 -1.76
H 1.53 2.85 -2.30
C 0.83 -1.90 -0.85
C 1.51 -0.91 0.07
H 1.12 1.02 0.79
*
```

Atom charges from the Löwdin analysis, given in e for atoms 1 to 8: atom 1 (H): 0.10, atom 2 (H): 0.10, atom 3 (O): -0.06, atom 4 (H): 0.13, atom 5 (H): 0.09, atom 6 (H): 0.09, atom 7 (H): 0.14, atom 8 (H): 0.07



Energies relative to the minimum, hartree: a) 0.0000; b) 0.0685; c) 0.0219